*a*
Entry from OMol25: 2 unconnected molecules or ions with the total composition C4H6FNO (the ωB97M-V functional and the def2-TZVPD basis).

Computed properties:
LUMO (alpha / beta) (hartree): 0.0156 / -0.0080

Each line ends with the natural charge from an NBO analysis.
Element x y z (Å)
C: 2.667 -0.440 -0.063  0.145
C: -1.045 -0.025 -0.280  -0.736
C: 1.803 0.073 0.896  0.043
C: -0.220 -1.251 -0.093  0.270
N: 3.256 -0.793 -1.020  -0.314
O: 1.372 1.285 0.989  -0.625
F: -0.600 -1.975 0.939  -0.337
H: -0.797 0.538 -1.122  0.224
H: -2.097 -0.184 -0.377  0.232
H: -0.772 0.828 0.439  0.225
H: 1.724 -0.655 1.787  0.223
H: 0.033 -1.880 -0.971  0.160
H: 1.305 1.741 0.226  0.490



*b*
Entry from OMol25: 2 unconnected molecules or ions with the total composition C4H6FNO (the ωB97M-V functional and the def2-TZVPD basis).

Computed properties:
LUMO (alpha / beta) (hartree): -0.0170 / -0.0047

Each line ends with the natural charge from an NBO analysis.
Element x y z (Å)
C: 1.657 -1.037 -0.388  0.391
C: -0.653 0.295 0.364  0.115
C: -1.414 0.280 -0.906  -0.647
C: 0.607 0.939 0.559  0.179
N: -1.165 -0.511 1.213  -0.600
O: 1.422 -2.039 0.147  -0.435
F: 1.170 0.954 1.799  -0.329
H: 2.544 -0.832 -0.981  0.134
H: -2.338 0.903 -0.799  0.238
H: -1.652 -0.773 -1.152  0.246
H: -0.765 0.773 -1.644  0.196
H: 1.146 1.440 -0.288  0.191
H: -0.557 -0.392 2.076  0.320



*c*
Entry from OMol25: C4H6FNO in the gas phase (the ωB97M-V functional and the def2-TZVPD basis).

Computed properties:
Structure (SMILES): [H]/N=C(\OC)C(=C)F
LUMO (hartree): 0.0259

Each line ends with the natural charge from an NBO analysis.
Element x y z (Å)
H: 1.122 0.863 -0.911  0.369
N: 0.711 1.042 0.028  -0.654
C: -0.179 0.259 0.445  0.501
O: -0.752 -0.994 -0.180  -0.546
C: 0.012 -1.765 -1.102  -0.249
C: -0.905 0.528 1.690  0.319
C: -0.425 1.346 2.594  -0.409
F: -2.185 0.123 1.675  -0.310
H: 0.196 -1.349 -2.156  0.168
H: -0.605 -2.571 -1.250  0.200
H: 1.007 -1.905 -0.522  0.180
H: -0.998 1.765 3.375  0.212
H: 0.587 1.488 2.648  0.218



Ranked by calculated energy, most stable first: *c*, *b*, *a*.



*a*
Entry from OMol25: 2 unconnected molecules or ions with the total composition C4H6FNO (the ωB97M-V functional and the def2-TZVPD basis).

Computed properties:
LUMO (alpha / beta) (hartree): 0.0166 / 0.0163

Each line ends with the natural charge from an NBO analysis.
Element x y z (Å)
C: -0.676 3.159 0.424  -0.629
C: -0.523 1.929 0.917  0.190
C: -0.939 -0.325 -0.335  0.842
C: 0.759 -1.940 -1.067  -0.413
N: 0.324 -0.706 -0.397  -0.659
O: -2.023 -0.505 -0.653  -0.472
F: -0.085 1.533 2.125  -0.368
H: -0.253 4.080 0.956  0.196
H: -0.949 3.315 -0.581  0.217
H: 0.917 -1.642 -2.108  0.211
H: 1.600 -2.259 -0.581  0.213
H: -0.071 -2.720 -0.853  0.224
H: 0.946 0.098 -0.275  0.448



*b*
Entry from OMol25: C4H6FNO in the gas phase (the ωB97M-V functional and the def2-TZVPD basis).

Computed properties:
Structure (SMILES): O=CN1CC[C@@H]1F
LUMO (hartree): 0.0317

Each line ends with the natural charge from an NBO analysis.
Element x y z (Å)
O: 1.387 2.370 -0.854  -0.576
C: 1.365 1.215 -0.560  0.557
N: 0.350 0.424 -0.239  -0.460
C: 0.542 -0.915 0.300  -0.213
C: -1.028 -0.814 0.623  -0.435
C: -1.073 0.365 -0.229  0.348
F: -1.558 0.117 -1.407  -0.328
H: 2.236 0.611 -0.261  0.082
H: 1.285 -0.725 1.092  0.206
H: 0.803 -1.640 -0.499  0.200
H: -1.518 -1.651 0.176  0.230
H: -1.241 -0.589 1.706  0.230
H: -1.551 1.232 0.152  0.161



Ranked by calculated energy, most stable first: *b*, *a*.



*a*
Entry from OMol25: 2 unconnected molecules or ions with the total composition C4H14N2O (the ωB97M-V functional and the def2-TZVPD basis).

Computed properties:
Structure (SMILES): CNC[C@@H](C)N.O
LUMO (hartree): 0.0350

Each line ends with the natural charge from an NBO analysis.
Element x y z (Å)
C: 2.123 -0.575 1.243  -0.418
N: 1.193 -0.881 0.205  -0.634
C: -0.056 -0.199 0.562  -0.222
C: -1.323 -0.204 -0.456  -0.060
C: -2.573 0.037 0.293  -0.650
N: -1.215 0.742 -1.695  -0.840
H: 1.726 -0.603 2.249  0.172
H: 2.830 -1.337 1.197  0.200
H: 2.652 0.421 1.105  0.202
H: 0.873 -1.873 0.198  0.361
H: -0.480 -0.563 1.500  0.169
H: 0.242 0.858 0.700  0.197
H: -1.338 -1.151 -0.877  0.175
H: -3.337 0.412 -0.406  0.221
H: -2.342 0.525 1.291  0.210
H: -3.233 -0.720 0.506  0.220
H: -2.119 1.103 -2.006  0.354
H: -0.617 1.474 -1.345  0.364
O: 2.023 1.125 -1.530  -0.970
H: 2.976 1.272 -1.468  0.455
H: 1.996 0.135 -1.266  0.493



*b*
Entry from OMol25: 2 unconnected molecules or ions with the total composition C4H14N2O (the ωB97M-V functional and the def2-TZVPD basis).

Computed properties:
Structure (SMILES): CCNCCN.O
LUMO (hartree): 0.0249

Each line ends with the natural charge from an NBO analysis.
Element x y z (Å)
C: 2.890 -0.898 -0.569  -0.648
C: 2.340 0.498 -0.800  -0.209
N: 1.067 0.742 -0.137  -0.629
C: 0.006 -0.235 -0.126  -0.247
C: -0.873 -0.013 1.144  -0.219
N: -2.213 -0.463 1.347  -0.864
H: 2.913 -1.239 0.500  0.203
H: 2.239 -1.593 -1.208  0.204
H: 3.916 -1.052 -0.913  0.218
H: 3.169 1.346 -0.502  0.196
H: 2.149 0.509 -1.927  0.178
H: 1.310 0.965 0.752  0.342
H: -0.397 -0.206 -1.126  0.190
H: 0.613 -1.216 -0.052  0.160
H: -1.040 1.095 1.482  0.201
H: -0.267 -0.547 2.010  0.179
H: -2.223 -1.524 1.243  0.334
H: -3.096 -0.150 0.849  0.404
O: -4.013 1.183 -0.396  -0.985
H: -3.835 2.158 -0.779  0.509
H: -4.656 0.638 -0.791  0.485



Ranked by calculated energy, most stable first: *a*, *b*.



*a*
Entry from OMol25: C5H6O2 in the gas phase (the ωB97M-V functional and the def2-TZVPD basis).

Computed properties:
Structure (SMILES): C#C[C@H](C=O)CO
LUMO (hartree): 0.0264

Each line ends with the natural charge from an NBO analysis.
Element x y z (Å)
C: -1.404 1.366 -1.694  -0.223
C: -0.645 0.583 -1.183  -0.004
C: 0.226 -0.332 -0.436  -0.434
C: -0.705 -1.322 0.260  0.479
O: -1.124 -1.178 1.383  -0.531
C: 1.128 0.459 0.556  -0.041
O: 1.434 -0.255 1.722  -0.711
H: -2.074 2.067 -2.141  0.244
H: 0.844 -0.905 -1.140  0.244
H: -1.007 -2.194 -0.352  0.125
H: 0.653 1.423 0.777  0.175
H: 2.079 0.665 0.059  0.190
H: 0.594 -0.378 2.189  0.486



*b*
Entry from OMol25: C5H6O2 in the gas phase (the ωB97M-V functional and the def2-TZVPD basis).

Computed properties:
Structure (SMILES): C#C[C@H](C=O)CO
LUMO (hartree): 0.0257

Each line ends with the natural charge from an NBO analysis.
Element x y z (Å)
C: 1.844 -0.713 1.040  -0.266
C: 1.179 -0.217 0.164  0.014
C: 0.098 0.174 -0.801  -0.431
C: 0.081 1.647 -0.462  0.427
O: 0.639 1.938 0.570  -0.486
C: -1.099 -0.691 -0.305  -0.032
O: -1.548 -0.293 0.957  -0.709
H: 2.368 -1.494 1.532  0.240
H: 0.209 -0.017 -1.890  0.251
H: -0.304 2.450 -1.101  0.142
H: -0.704 -1.720 -0.295  0.178
H: -1.960 -0.668 -0.977  0.188
H: -0.802 -0.396 1.568  0.483



*c*
Entry from OMol25: 2 unconnected molecules or ions with the total composition C5H6O2 (the ωB97M-V functional and the def2-TZVPD basis).

Computed properties:
LUMO (hartree): 0.0190

Each line ends with the natural charge from an NBO analysis.
Element x y z (Å)
C: 0.089 2.033 -0.778  -0.297
C: -0.212 0.736 -0.901  -0.066
C: -0.535 1.648 -1.966  0.478
C: -0.005 -0.736 1.576  -0.690
C: 0.459 -0.991 0.171  0.242
O: -0.824 1.862 -3.110  -0.579
O: 0.047 -2.083 -0.539  -0.665
H: 0.523 2.864 -0.297  0.222
H: -0.995 -0.536 1.485  0.218
H: 0.504 0.115 2.058  0.241
H: 0.118 -1.607 2.324  0.224
H: 1.605 -0.837 0.054  0.194
H: -0.775 -2.470 -0.076  0.479



*d*
Entry from OMol25: a molecular structure, C5H6O2 (the ωB97M-V functional and the def2-TZVPD basis).

Computed properties:
LUMO (hartree): 0.0323

Each line ends with the natural charge from an NBO analysis.
Element x y z (Å)
C: 0.662 0.625 1.079  -0.085
O: 0.608 -0.804 1.034  -0.494
C: 0.288 -1.181 -0.272  -0.092
C: -1.038 -0.527 -0.783  -0.035
O: -1.528 0.389 0.189  -0.509
C: -0.275 1.105 -0.024  -0.050
C: -0.009 0.375 -1.385  -0.062
H: 1.694 0.982 0.929  0.182
H: 0.299 0.939 2.063  0.210
H: 0.397 -2.252 -0.460  0.250
H: -1.782 -1.150 -1.286  0.206
H: -0.393 2.194 -0.088  0.224
H: 1.075 -0.695 -0.996  0.254



Ranked by calculated energy, most stable first: *a*, *b*, *c*, *d*.



*a*
Entry from OMol25: C5H6O2 in the gas phase (the ωB97M-V functional and the def2-TZVPD basis).

Computed properties:
Structure (SMILES): C#C[C@H](O)C(C)=O
LUMO (hartree): 0.0264

Each line ends with the natural charge from an NBO analysis.
Element x y z (Å)
C: -2.166 -0.252 -1.443  -0.218
C: -1.051 0.072 -1.124  -0.023
C: 0.275 0.581 -0.742  -0.072
O: 1.191 0.505 -1.790  -0.688
C: 0.893 -0.027 0.521  0.598
C: 0.037 -0.374 1.704  -0.729
O: 2.103 -0.135 0.535  -0.552
H: -3.157 -0.530 -1.733  0.243
H: 0.127 1.628 -0.402  0.209
H: 2.037 0.310 -1.344  0.493
H: 0.412 0.142 2.592  0.248
H: 0.141 -1.450 1.873  0.255
H: -1.017 -0.141 1.548  0.236



*b*
Entry from OMol25: C5H6O2 in the gas phase (the ωB97M-V functional and the def2-TZVPD basis).

Computed properties:
Structure (SMILES): O/C=C/C#CCO
LUMO (hartree): 0.0246

Each line ends with the natural charge from an NBO analysis.
Element x y z (Å)
O: 2.051 -1.448 -2.641  -0.642
C: 1.104 -1.510 -1.690  0.239
C: 1.260 -0.605 -0.698  -0.469
C: 0.222 0.020 0.014  -0.029
C: -0.678 0.622 0.545  -0.040
C: -1.744 1.263 1.310  -0.136
O: -1.904 0.706 2.600  -0.698
H: 2.342 -0.542 -2.385  0.489
H: 0.335 -2.270 -1.810  0.198
H: 2.295 -0.409 -0.414  0.226
H: -1.552 2.345 1.358  0.186
H: -2.697 1.122 0.793  0.207
H: -1.033 0.705 3.018  0.468



Ranked by calculated energy, most stable first: *a*, *b*.



*a*
Entry from OMol25: 2 unconnected molecules or ions with the total composition C4H7N2S (the ωB97M-V functional and the def2-TZVPD basis).

Computed properties:
Net charge: +1
LUMO (hartree): -0.2324

Each line ends with the natural charge from an NBO analysis.
Element x y z (Å)
C: 1.353 -1.286 -0.065  -0.319
C: 2.365 -0.390 0.077  -0.339
C: 0.096 -0.733 0.017  0.373
C: -1.637 2.085 -0.092  -0.077
N: 0.136 0.592 0.110  -0.627
N: -1.001 -1.413 0.022  -0.753
S: 1.724 1.205 0.200  0.654
H: 1.406 -2.362 -0.300  0.248
H: 3.406 -0.822 0.047  0.296
H: -2.701 1.804 -0.331  0.235
H: -1.283 2.266 0.953  0.243
H: -1.030 2.477 -0.881  0.217
H: -0.900 -2.453 0.148  0.431
H: -1.934 -0.971 0.096  0.418



*b*
Entry from OMol25: a gas-phase ion, C4H7N2S (charge +1) (the ωB97M-V functional and the def2-TZVPD basis).

Computed properties:
Net charge: +1
LUMO (hartree): -0.1704

Each line ends with the natural charge from an NBO analysis.
Element x y z (Å)
C: 1.249 -1.221 -0.147  -0.446
C: 1.633 1.159 0.111  -0.273
C: 0.005 -0.576 -0.010  0.200
C: -1.276 -1.298 0.070  -0.672
N: 0.148 0.783 0.079  -0.080
N: -0.679 1.775 0.028  -0.623
S: 2.573 -0.201 -0.041  0.730
H: 1.515 -2.227 -0.252  0.273
H: 1.860 2.182 0.338  0.270
H: -1.665 -1.658 -0.887  0.266
H: -1.269 -2.202 0.650  0.269
H: -1.994 -0.698 0.560  0.233
H: -0.322 2.542 -0.591  0.415
H: -1.778 1.640 0.092  0.438



Ranked by calculated energy, most stable first: *b*, *a*.